# 1
# C6H15B

2 unconnected molecules or ions with the total composition C6H15B (ωB97M-V/def2-TZVPD, OMol25).

Properties
HOMO-LUMO gap ... 8.66 eV
HOMO level ... -8.27 eV
SMILES ... C=BC(C)(C)C.C
Relative energy (zero: lowest compared OMol25 entry of this formula, charge and spin) ... 66.1 kcal per mole

Positions of all 22 atoms, in Å:
B 0.19990 -1.22871 0.03189
C 2.95317 2.11462 1.03436
C 1.28431 -1.60010 0.87216
C -1.53359 0.70100 0.37038
C -0.81785 -0.01661 -1.92155
C -2.17892 -1.67915 -0.43331
C -1.13461 -0.55086 -0.46677
H 2.57679 2.54681 2.00915
H 3.80918 1.54664 1.17529
H 2.14168 1.70252 0.46373
H 2.13002 -2.13209 0.46313
H 3.47994 2.91614 0.56636
H 1.31912 -1.33149 1.95959
H -2.50643 0.88135 0.23927
H -0.94477 1.48451 0.01142
H -1.19842 0.57866 1.40212
H -1.87407 0.20317 -2.14216
H -0.49273 -0.83663 -2.59649
H -0.07794 0.72280 -1.76455
H -2.36411 -1.95127 0.63171
H -3.15027 -1.54466 -0.94061
H -1.62040 -2.52664 -0.96512


# 2
# C14H24F6NaO18S2

A molecular structure, C14H24F6NaO18S2 (ωB97M-V/def2-TZVPD, OMol25).

Properties
HOMO-LUMO gap ... 7.54 eV
HOMO level ... -5.83 eV
Relative energy (zero: lowest compared OMol25 entry of this formula, charge and spin) ... 0.0 kcal per mole
Charge ... -1

Positions of all 65 atoms, in Å:
Na 0.12424 -0.21401 -0.22420
C -0.86694 -1.87955 4.06800
F -0.41480 -1.98090 5.31701
F -1.99108 -2.58642 3.97437
F -1.14119 -0.57774 3.87366
S 0.40142 -2.45148 2.76839
O 0.12634 -3.85724 2.52956
O 0.16210 -1.54736 1.63338
O 1.64931 -2.15724 3.45293
C 4.27421 -2.40780 -1.97975
F 5.21390 -3.35186 -1.82586
F 4.94858 -1.21876 -1.95032
F 3.72047 -2.56775 -3.19102
S 2.92664 -2.35661 -0.61165
O 2.42329 -3.71796 -0.64992
O 3.65306 -1.99399 0.58775
O 2.02532 -1.38468 -1.20697
C 2.19353 0.54751 -3.91515
O 2.51655 1.74158 -3.22769
C 1.63395 2.22472 -2.37227
O 0.74744 1.61973 -1.84246
O 1.98187 3.48809 -2.11831
C 1.02601 4.30062 -1.48331
H 2.10851 -0.33148 -3.27285
H 3.03669 0.28360 -4.55104
H 1.27577 0.68817 -4.48523
H 1.48956 5.21741 -1.11782
H 0.52283 3.80324 -0.65554
H 0.31161 4.68199 -2.22023
C -0.62173 2.71410 2.96202
O 0.75451 2.76829 3.27271
C 1.59748 2.04435 2.52934
O 1.27674 1.45639 1.54066
O 2.74045 1.81265 3.15505
C 3.15635 2.62525 4.23119
H -1.04582 1.71315 3.05164
H -0.78850 3.06802 1.94212
H -1.11666 3.37756 3.66875
H 2.89024 3.67890 4.10578
H 4.24425 2.66522 4.17345
H 2.82803 2.32554 5.22374
C 0.62037 -3.14236 -3.29166
O -0.77780 -3.11407 -3.56118
C -1.49853 -2.17788 -2.94529
O -1.08945 -1.43879 -2.11071
O -2.73044 -2.10981 -3.46970
C -3.07660 -2.85277 -4.61728
H 1.04707 -3.80307 -4.04531
H 0.85930 -3.61954 -2.33722
H 1.02921 -2.13651 -3.26017
H -4.06050 -2.61930 -5.01712
H -2.97419 -3.93453 -4.53974
H -2.38694 -2.54406 -5.41077
C -3.79758 -0.59066 2.89641
O -4.00568 0.43558 1.92927
C -3.04716 0.82684 1.09634
O -1.99194 0.29734 0.95952
O -3.46211 1.83823 0.30977
C -4.59257 2.59689 0.67650
H -4.72598 -1.14976 2.97498
H -3.46738 -0.09053 3.80444
H -3.04096 -1.32463 2.61457
H -4.86758 2.68010 1.72824
H -5.50643 2.14916 0.26431
H -4.45068 3.56088 0.19186


# 3
# C4H4FNOS

C4H4FNOS in the gas phase (ωB97M-V/def2-TZVPD, OMol25).

Properties
HOMO-LUMO gap ... 9.67 eV
HOMO level ... -9.57 eV
SMILES ... C#C[C@H](F)C(=O)NS
Relative energy (zero: lowest compared OMol25 entry of this formula, charge and spin) ... 84.2 kcal per mole

Positions of all 12 atoms, in Å:
C -0.53133 -0.41044 -0.36422
C 0.72490 0.35086 -0.65971
C 1.90774 -0.24835 0.04584
C 2.96149 -0.73912 0.50150
H -3.65925 -0.06634 1.57995
H -1.46812 1.30983 0.44093
H 0.90080 0.46421 -1.84347
H 3.83689 -1.13385 1.12263
N -1.66826 0.32645 0.04226
O -0.56737 -1.62086 -0.64174
F 0.83602 1.80517 -0.23869
S -3.27351 -0.03756 0.01471


# 4
# C25H22BBrIrN10

A molecular structure, C25H22BBrIrN10 (ωB97M-V/def2-TZVPD, OMol25).

Properties
HOMO-LUMO gap (spin up / spin down) ... 6.58 / 4.28 eV
HOMO level (spin up / spin down) ... -14.36 / -14.36 eV
2S+1 ... 2
<S²> ... 0.778
Relative energy (zero: lowest compared OMol25 entry of this formula, charge and spin) ... 20.0 kcal per mole
Charge ... +2

Positions of all 60 atoms, in Å:
Ir 0.27352 0.43494 -0.16953
C -3.50659 0.14129 1.92376
C -2.30972 0.81101 1.70569
N -1.67623 0.26824 0.66179
N -2.43919 -0.74080 0.20036
C -3.54814 -0.83950 0.94999
B -1.98255 -1.57017 -1.02548
N -1.60172 -0.56157 -2.16681
C -2.05694 -0.44506 -3.41569
C -1.39968 0.60416 -4.04217
C -0.52148 1.08787 -3.09604
N -0.64136 0.37713 -1.95872
N -0.62126 -2.26112 -0.68644
C -0.21979 -3.53318 -0.80444
C 1.15543 -3.59448 -0.63806
C 1.55670 -2.29484 -0.42187
N 0.47833 -1.49415 -0.44071
N -3.07708 -2.48748 -1.45010
C -4.31420 -2.12710 -1.91238
C -5.09648 -3.24519 -1.93059
C -4.25928 -4.26755 -1.43399
N -3.05983 -3.81308 -1.14020
H -4.24600 0.34507 2.67758
H -1.88412 1.64616 2.23955
H -4.29091 -1.59152 0.73895
H -2.80846 -1.11766 -3.79336
H -1.53292 0.94950 -5.05185
H 0.19172 1.88541 -3.18870
H -0.95722 -4.29431 -0.99827
H 1.77902 -4.46956 -0.68356
H 2.54289 -1.90349 -0.26935
H -4.55037 -1.10686 -2.17108
H -6.11941 -3.32410 -2.25413
H -4.48813 -5.31089 -1.28763
C 1.83121 4.02917 3.44890
C 1.42245 2.59338 3.29550
C 1.27232 1.73024 4.38132
C 0.89580 0.41702 4.18376
C 0.65898 -0.03828 2.89656
Br 0.07702 -1.80063 2.67040
N 0.82566 0.76292 1.83364
C 1.19994 2.04787 2.04835
H 1.91950 4.29717 4.49891
H 1.10133 4.69588 2.98954
H 2.79564 4.21004 2.97301
H 1.45242 2.09027 5.38666
H 0.77124 -0.26261 5.01409
H 1.34555 2.65553 1.16081
N 7.07404 2.91384 -1.62159
C 6.02623 2.49506 -1.40520
C 4.71862 1.97831 -1.13397
C 3.60115 2.55871 -1.73913
C 2.34437 2.06024 -1.46152
C 2.16587 0.94232 -0.61915
C 3.30483 0.43188 0.03922
C 4.56289 0.91897 -0.22827
H 3.72753 3.39177 -2.41719
H 1.49887 2.54982 -1.92571
H 3.20580 -0.33385 0.79766
H 5.43223 0.50784 0.26691


# 5
# C6H15NOS

C6H15NOS in the gas phase (ωB97M-V/def2-TZVPD, OMol25).

Properties
HOMO-LUMO gap ... 9.53 eV
HOMO level ... -8.82 eV
SMILES ... CCNS[C@@](C)(O)CC
Relative energy (zero: lowest compared OMol25 entry of this formula, charge and spin) ... 43.6 kcal per mole

Positions of all 24 atoms, in Å:
C -2.27040 0.87896 -0.34908
C 0.72775 -2.97469 1.21912
C 0.35841 2.65957 -1.31024
C -0.96660 0.34834 -1.05726
C 0.45834 -1.48207 1.79594
C 0.33226 1.08167 -0.81850
N 1.33353 -0.62334 1.11197
O 1.30733 0.58125 -1.70078
S 0.96212 1.04961 0.96016
H -2.10187 0.73214 0.72522
H -3.22335 0.34530 -0.54558
H -2.42273 1.83969 -0.76757
H -0.19907 -3.32335 0.72714
H 1.54408 -2.90994 0.49965
H 0.73373 -3.66980 2.12681
H 1.28846 3.04191 -1.04699
H -0.41216 3.42162 -0.87408
H 0.32164 2.65112 -2.38087
H -1.11874 0.31388 -2.12091
H -0.81672 -0.72649 -0.76013
H -0.61070 -1.03362 1.57352
H 0.63249 -1.50285 2.86759
H 2.27368 -0.62891 1.40416
H 1.86853 -0.07001 -1.27929


# 6
# C5H8NO2

A gas-phase ion, C5H8NO2 (charge +1) (ωB97M-V/def2-TZVPD, OMol25).

Properties
HOMO-LUMO gap ... 10.78 eV
HOMO level ... -14.73 eV
SMILES ... C[C@]12C=C[C@H]([NH2+]1)OO2
Relative energy (zero: lowest compared OMol25 entry of this formula, charge and spin) ... 109.0 kcal per mole
Charge ... +1

Positions of all 16 atoms, in Å:
C -1.19625 1.26601 -0.61498
C -0.00139 0.79020 -0.99193
C -1.53369 0.30931 0.60060
C 0.45346 -0.36543 -0.18942
C 1.84361 -0.94800 -0.30544
N -0.09337 0.09072 1.22213
O -1.83438 -0.89966 0.11881
O -0.68027 -1.39010 -0.53409
H -1.74149 2.09345 -1.06691
H 0.36854 1.05814 -1.90206
H -2.27659 0.62329 1.23065
H 1.87729 -1.96878 0.00757
H 2.39491 -0.45084 0.49688
H 2.29195 -0.59004 -1.24999
H 0.36200 1.01505 1.27982
H -0.23434 -0.63331 1.89837